This record from the OMol25 dataset describes an isolated molecule of C2H7N3OS at a distorted geometry. The level of theory is ωB97M-V/def2-TZVPD.

The geometry in XYZ format:
```
14
Properties=species:S:1:pos:R:3
C 0.68 1.65 0.19
C -0.60 -0.45 0.04
H 0.31 2.71 0.05
H 1.66 1.48 -0.21
H 0.76 1.47 1.26
H 0.16 -2.32 0.10
H 1.65 -0.36 -1.08
H 2.30 -0.69 0.40
H -3.91 -1.06 -0.21
N 0.46 -1.32 0.16
N 1.73 -1.03 -0.37
N -1.75 -0.92 0.23
O -0.34 0.82 -0.42
S -3.12 0.03 -0.14
```

## Properties
**Spin multiplicity**: 1
**Frontier orbital gap**: 8.58 eV
**SMILES**: CO/C(=N\S)NN
**ΔE to the lowest compared entry with this formula, charge and spin**: 34.5 kcal per mole
**Molar mass**: 121.16 g mol⁻¹
**HOMO energy**: -7.84 eV